5 unconnected molecules or ions with the total composition C24H51ClO18S5 in a non-equilibrium geometry, computed with wB97M-V/def2-TZVPD.

As for the SMILES: C=CC[C@]1(CCCCl)OS(=O)(=O)O[C@H]1CCOC(C)=O.CCOS(C)(=O)=O.CCOS(C)(=O)=O.CCOS(C)(=O)=O.CCOS(C)(=O)=O. As for the spin multiplicity: 1. Its energy is -129262.90010 eV. The calculation puts the orbital gap at 7.94 eV.

The geometry in XYZ format:
```
99
Properties=species:S:1:pos:R:3:mulliken_charge:R:1
H -1.763 -1.479 1.176 0.54
O -2.672 3.022 2.286 -0.63
C -6.616 -1.390 -2.356 0.80
H -1.535 -4.280 -0.485 0.24
C 4.225 4.881 -5.630 -0.36
H -5.701 -4.366 4.656 0.28
S 3.569 4.266 -3.188 1.28
Cl 0.814 0.541 -3.118 -0.25
H -3.257 -3.640 -0.747 0.21
H 1.747 -4.571 2.076 0.30
H 10.328 6.152 1.732 0.34
H 1.276 -1.467 5.404 0.34
C -0.532 1.157 -2.061 -0.32
H 10.210 6.498 -4.062 0.38
H 2.306 5.665 -6.226 0.27
O 4.408 3.108 -3.217 -0.67
H 3.538 4.663 -0.894 0.38
C -1.591 -1.040 0.196 -1.03
H -3.418 1.472 -1.463 0.62
S -0.262 -3.055 4.610 1.21
H -6.246 0.687 -2.631 0.21
H -5.982 -7.058 1.034 0.33
H -0.987 -2.067 -1.699 0.46
H 4.791 3.948 -5.676 0.33
O -5.050 -6.679 3.500 -0.29
H 8.650 6.460 2.249 0.37
H -4.925 -8.459 1.406 0.38
H -0.227 0.907 -1.051 0.10
C -4.623 -6.227 4.799 -0.32
H 4.814 5.642 -6.140 0.27
H -0.009 -4.618 2.085 0.06
H 5.006 5.332 -1.659 0.25
H 1.781 -5.851 4.235 0.28
H -0.562 -0.681 0.229 0.43
C -2.978 0.470 -1.505 -0.57
H -5.426 0.379 -0.466 0.05
C -1.587 -2.210 -0.795 -0.13
H -3.999 -4.240 4.240 0.08
H -4.464 -7.297 0.131 0.38
S 8.831 6.342 -0.069 1.16
C -1.819 0.485 -2.530 -1.33
H -7.796 0.124 -3.364 0.34
H 2.285 3.947 -5.862 0.29
C -4.958 -7.419 1.093 -1.08
H 9.121 4.825 1.706 0.32
H -4.531 -1.954 -1.234 0.25
H 9.490 7.448 -2.764 0.31
O 9.953 5.504 -0.828 -0.27
C 3.928 5.213 -1.748 -0.89
H 0.894 -6.126 1.954 0.40
H -2.177 1.067 -3.385 0.60
C 10.207 6.658 -2.984 -1.01
O -2.026 1.276 0.600 -0.43
O -2.811 -7.052 2.529 -0.67
C 0.335 -1.870 5.768 -1.10
C -2.197 -3.424 -0.650 -1.07
C -5.206 -0.453 0.207 -1.02
C 9.851 5.374 -2.259 -0.30
C -5.311 -1.813 -0.477 -0.34
O 1.019 -3.999 4.598 -0.31
H -5.294 -6.688 5.523 0.26
O 9.087 7.737 -0.243 -0.61
H 0.461 -2.351 6.734 0.36
O -4.165 -5.068 1.853 -0.39
C 0.907 -5.275 3.933 -0.32
H -3.751 -0.178 -1.917 -0.11
O -3.896 2.977 0.312 -0.59
H 0.026 -5.809 4.295 0.26
O -6.282 -1.990 -3.300 -0.49
C 2.878 4.741 -6.315 -0.98
O -1.356 -3.771 5.184 -0.64
H 10.552 4.590 -2.543 0.26
H 3.432 6.177 -1.828 0.34
C -7.122 0.041 -2.519 -1.01
H -3.721 -0.962 1.610 0.61
H -0.410 -1.079 5.832 0.38
H -5.960 -0.409 0.996 0.49
C -2.603 0.106 -0.071 1.57
C -3.838 -0.174 0.862 -0.02
H 8.852 5.028 -2.532 0.30
S -4.075 -6.438 2.260 1.15
H -3.617 -6.593 5.015 0.29
S -3.149 2.204 1.245 1.19
H -7.601 0.344 -1.585 0.36
O -0.384 -2.422 3.334 -0.48
H -4.464 -4.397 5.931 0.41
H 3.010 4.501 -7.371 0.38
H -1.666 -0.520 -2.920 0.42
C 0.885 -5.142 2.423 -0.75
O -4.104 0.996 1.692 -0.46
O 4.104 5.317 -4.265 -0.28
O -6.595 -1.966 -1.113 -0.44
H 11.189 7.015 -2.671 0.27
C -4.703 -4.720 4.918 -0.80
C 9.285 5.891 1.572 -0.97
H -5.200 -2.625 0.243 0.29
O 7.550 5.784 -0.377 -0.56
H -0.538 2.241 -2.152 0.44
O 2.149 4.154 -3.314 -0.58
```



5 unconnected molecules or ions with the total composition C24H51N6O6 in a non-equilibrium geometry, computed with wB97M-V/def2-TZVPD.

Its charge is +1. As for the spin multiplicity: 1. Its energy is -46935.17952 eV. The calculation puts the orbital gap at 7.17 eV.

The geometry in XYZ format:
```
87
Properties=species:S:1:pos:R:3:mulliken_charge:R:1
H 4.570 -4.750 -2.371 0.28
H 8.209 3.324 -5.069 0.40
O 6.281 3.340 -2.645 -0.69
H -5.426 1.588 4.728 0.35
H 7.047 1.995 -5.326 0.38
N -6.349 0.825 2.954 0.00
C -1.200 1.980 2.754 -0.36
H 5.186 -3.270 -4.269 0.23
H -1.669 2.934 2.985 0.42
H 2.381 -1.725 3.334 0.38
H -6.237 -0.075 1.132 -0.04
H 7.701 0.002 -0.199 0.35
H -1.337 -0.463 0.650 0.65
H -5.270 1.480 1.306 0.35
C 6.441 3.436 -3.854 0.78
O -8.605 -0.476 0.349 -0.70
H 7.543 -1.305 0.981 0.32
C -9.495 -3.650 -1.147 -0.81
H 0.721 2.502 3.483 0.48
H 5.373 2.265 -1.267 0.45
C 1.176 0.037 3.328 0.23
H -3.217 -1.857 1.387 0.49
C 5.695 4.505 -6.020 -0.84
H 4.213 0.947 -1.531 0.14
N -9.475 -2.384 -0.430 -0.17
H 1.161 0.567 4.274 0.35
C 6.998 -0.680 0.280 -1.24
O -1.427 -0.904 5.350 -0.39
C -7.147 -1.862 -0.962 -1.26
H 5.885 5.563 -6.204 0.29
H 0.490 2.806 1.771 0.41
H -6.438 -1.063 -0.769 0.21
H 2.796 -1.865 -1.834 0.37
H 3.209 -0.333 3.963 0.37
H 2.962 -0.508 2.209 0.15
C 5.944 0.094 1.035 0.83
H -6.754 1.751 2.863 0.37
H -8.537 -3.860 -1.609 0.32
H 3.576 -5.101 -3.795 0.29
H 1.790 -2.218 -3.266 0.44
H -4.905 -1.284 2.545 0.19
C -4.416 -0.345 2.283 0.10
H -2.910 1.790 1.396 0.27
C 2.532 -0.662 3.188 -1.36
C -1.932 -0.160 1.503 -0.11
C -8.455 -1.515 -0.298 0.84
C -4.053 0.203 3.670 1.45
C 2.624 -1.627 -2.885 -1.38
H 0.420 -0.746 3.354 0.06
N -3.692 -0.882 4.587 -0.79
H 4.731 4.242 -6.459 0.28
H 8.041 2.041 -3.865 0.27
H 4.477 1.419 0.883 0.15
H 5.959 0.632 -1.619 0.25
H -5.945 -0.072 4.799 0.41
N 5.656 4.263 -4.589 -0.16
H 4.970 4.757 -4.040 0.23
H -1.439 -0.604 2.359 -0.15
C 5.191 1.204 -1.114 -0.73
H 2.925 -4.105 -2.483 0.32
H -7.076 0.127 3.072 0.40
H 2.368 -0.575 -2.965 0.27
H -3.488 1.122 3.730 0.16
H -10.318 -2.089 0.038 0.25
C 3.872 -1.896 -3.691 0.86
H 6.536 -1.319 -0.474 0.28
C 7.502 2.651 -4.583 -1.32
C -3.309 -0.783 1.293 -1.63
O 5.796 -0.026 2.245 -0.66
O 4.446 -1.014 -4.309 -0.65
N 5.159 0.934 0.322 -0.05
H -7.272 -1.955 -2.040 0.46
C -5.525 0.508 1.702 -0.47
H -9.739 -4.453 -0.452 0.29
H -1.352 1.723 0.672 0.51
N 4.352 -3.167 -3.712 -0.19
H -1.380 1.341 3.618 0.15
H -6.751 -2.793 -0.555 0.36
C 3.818 -4.343 -3.049 -0.83
C -2.541 -0.862 5.005 0.63
O 0.915 0.883 2.222 -0.28
C 0.305 2.092 2.565 -1.10
H -10.262 -3.613 -1.920 0.29
C -1.915 1.379 1.533 -0.69
H 6.472 3.918 -6.498 0.32
C -5.468 0.664 4.170 -1.38
H -3.689 -0.594 0.295 0.34
```



6 unconnected molecules or ions with the total composition C24H52BF2O6Si in a non-equilibrium geometry, computed with wB97M-V/def2-TZVPD.

Its charge is -1. As for the spin multiplicity: 1. Its energy is -51994.56320 eV. The calculation puts the orbital gap at 4.39 eV.

The geometry in XYZ format:
```
86
Properties=species:S:1:pos:R:3:mulliken_charge:R:1
O -1.503 -2.750 5.887 -0.56
H 2.299 -4.419 -1.570 0.25
H 1.867 -6.472 5.869 0.29
H 4.786 -3.169 2.149 0.27
C -4.058 8.077 -3.041 -0.27
H -3.851 -4.010 5.827 0.30
H 2.679 4.462 -1.739 0.20
H 3.824 -1.186 0.921 0.20
H -3.568 9.043 -1.422 0.29
C -1.989 -4.395 -1.121 -0.48
H 3.248 -4.288 1.851 0.19
H 2.347 0.013 -0.766 -0.18
C 3.122 -2.139 0.856 0.35
H -1.181 5.355 -4.618 0.39
H 2.800 3.418 -3.786 0.32
H -0.037 5.542 -3.268 0.19
C 0.382 0.108 -1.994 0.51
C -1.482 -2.849 -1.319 -0.21
F 3.316 -0.668 -3.993 -0.37
H -2.478 -6.194 0.470 0.25
H 0.474 -5.642 3.437 0.22
O 2.831 -4.271 -0.730 -0.72
H -5.098 8.416 -3.022 0.32
H -1.675 -4.681 2.775 0.29
H -0.127 -0.555 -2.820 0.22
C 2.014 -0.015 -1.912 0.24
H -0.681 -7.378 4.410 0.27
C 2.666 -1.253 -2.762 0.98
H 2.041 -1.771 1.112 -0.34
H 3.326 5.914 -2.528 0.35
H -0.554 3.123 -3.662 0.27
C -1.268 3.773 -3.148 -0.20
H -2.280 3.447 -3.407 0.25
C -3.617 -3.403 4.946 -0.74
H 4.602 -1.225 -1.520 -0.02
C 3.331 4.820 -2.542 -0.13
H 5.383 4.646 -3.186 0.27
C 3.598 -3.167 2.060 -0.97
C -0.098 -6.661 4.996 -0.27
C -2.213 0.844 -0.464 -0.96
F 1.710 -2.295 -3.201 -0.30
H -2.323 -4.996 -2.069 0.26
H -1.438 -2.343 -2.396 0.13
C 4.741 4.294 -2.372 -1.10
H 4.753 3.200 -2.408 0.29
C -1.046 5.219 -3.542 -0.85
H -1.727 4.192 -1.302 0.25
H -4.551 -3.035 4.512 0.32
H -0.806 -1.963 2.517 0.08
C -2.084 -5.082 0.399 -0.71
C -3.219 8.949 -3.953 -0.98
H 1.837 -7.386 4.366 0.35
Si -0.520 -0.137 -0.285 0.52
C 0.409 0.636 1.213 -1.07
H -2.457 -1.647 4.443 0.09
H -3.190 -1.606 6.059 0.33
H 5.167 4.620 -1.419 0.34
H 2.470 0.986 -2.376 -0.33
C 3.891 -2.048 -1.962 -1.38
H -2.254 1.735 0.294 0.25
O -3.540 8.117 -1.720 -0.51
O 2.799 4.391 -3.786 -0.55
O 0.002 -5.448 4.264 -0.36
H -0.230 1.567 1.578 0.36
H -2.178 8.611 -3.957 0.26
H 1.475 1.079 0.936 0.27
C -1.626 -4.184 1.709 -0.17
O -1.083 3.617 -1.749 -0.43
H -3.216 9.986 -3.601 0.35
H -1.745 5.876 -3.013 0.11
C -1.105 -2.611 1.569 0.01
H -2.340 1.158 -1.585 0.11
H -3.113 0.100 -0.220 0.32
C 1.286 -7.200 5.293 -1.13
B 3.266 -2.851 -0.635 0.59
H -1.078 -3.316 5.220 0.33
H -3.129 -4.064 4.224 0.08
H -3.603 8.925 -4.976 0.31
H -0.637 -6.456 5.925 0.31
H 1.227 -8.133 5.861 0.35
H 0.150 1.236 -2.306 -0.55
H -4.040 7.038 -3.384 0.25
C -2.706 -2.252 5.321 -0.10
H 3.180 -2.835 3.127 0.27
H 0.511 -0.085 2.142 0.25
C -1.063 -1.995 0.017 0.52
```



5 unconnected molecules or ions with the total composition C24H52FN2O6, computed with wB97M-V/def2-TZVPD.

Its charge is +1. As for the spin multiplicity: 1. Its energy is -43706.42196 eV. The calculation puts the orbital gap at 7.74 eV.

The geometry in XYZ format:
```
85
Properties=species:S:1:pos:R:3:mulliken_charge:R:1
C 2.772 0.333 -1.605 -0.99
H -0.124 2.309 -0.371 0.21
H -6.012 -4.334 -1.261 0.41
H -4.596 4.394 -1.236 0.18
C -6.632 -1.216 -0.470 -0.13
H 2.267 -5.109 -4.766 0.28
H -7.366 0.381 2.645 0.40
H 5.657 2.429 6.647 0.40
H 0.194 -3.690 -6.069 0.33
H 10.018 1.061 3.957 0.40
H 4.564 -1.096 2.217 0.46
H 8.894 -0.308 3.945 0.29
H -2.132 5.433 0.268 0.31
C 6.164 1.142 5.002 -0.27
H 2.838 -3.456 -2.961 0.20
H -2.894 -2.578 -0.841 0.34
C -6.568 0.869 2.086 -1.39
C 0.613 -3.045 -5.295 -1.19
O 2.255 0.891 0.737 -0.39
H 1.695 -3.018 -5.425 0.31
H 1.913 -6.326 -3.551 0.35
H 5.621 3.229 5.067 0.30
H -8.274 -0.623 0.716 0.45
C 2.788 -0.296 1.304 -0.44
H -4.647 -0.358 -0.902 0.96
F -4.159 -2.248 -3.848 -0.27
H -0.309 3.359 1.038 0.34
C 6.155 2.501 5.679 -1.13
N -7.024 -2.541 -0.625 -0.06
O -5.882 1.549 -0.150 -0.48
O -2.279 -1.395 -3.023 -0.39
C -6.969 1.078 0.632 0.17
C 2.875 1.327 -0.459 -0.41
H 8.162 1.563 2.433 0.33
H -6.386 1.839 2.552 0.38
C 9.012 0.739 4.227 -1.08
C -3.102 4.926 0.227 -0.30
H -0.865 -3.477 -3.806 -0.16
C -6.001 -3.275 -1.054 -0.17
H 2.379 -4.646 -1.736 0.27
H 3.157 0.783 -2.521 0.49
H 3.922 1.594 -0.278 0.34
H 6.724 0.419 5.606 0.31
H 1.731 0.047 -1.769 0.18
C 7.987 1.601 3.509 -0.35
C 1.890 -5.255 -3.748 -0.33
C -0.707 3.128 0.050 -1.01
C -3.644 4.926 -1.192 -0.99
H -3.804 5.951 -1.525 0.40
H 8.924 0.812 5.312 0.27
C 4.257 -0.201 1.675 -0.88
C 2.769 -4.524 -2.748 -0.97
H -0.565 4.001 -0.589 0.32
H 5.144 0.764 4.919 0.33
H -3.553 -3.903 -1.830 0.35
H 7.163 2.879 5.856 0.27
H -7.731 1.862 0.596 0.35
H -7.945 -2.916 -0.452 0.25
H 4.446 0.665 2.310 0.21
H 2.616 -1.151 0.638 0.25
H -5.651 0.279 2.171 0.34
H -2.242 1.798 0.723 0.36
H 3.348 -0.574 -1.416 0.24
O 0.515 -4.905 -3.673 -0.45
C -7.600 -0.169 -0.017 -0.86
C -3.232 -2.058 -2.880 0.65
N -4.949 -2.481 -1.183 0.20
O 6.649 1.162 3.671 -0.37
H 2.354 2.247 -0.725 0.38
H 0.238 -2.032 -5.443 0.39
H 0.659 -2.906 -3.141 0.21
C -2.165 2.720 0.141 -0.31
H -8.206 0.127 -0.879 0.37
H 3.779 -4.930 -2.781 0.43
H -5.061 1.358 0.319 0.21
H -3.777 5.476 0.883 0.35
H -2.956 4.456 -1.896 0.28
C -3.604 -2.833 -1.626 -0.62
C -5.320 -1.195 -0.830 -0.46
O -3.011 3.634 0.808 -0.45
C 0.218 -3.544 -3.917 0.29
H 2.189 -0.465 2.200 0.33
H 8.089 2.648 3.813 0.30
H 4.898 -0.115 0.797 0.25
H -2.554 2.502 -0.864 0.28
```



A molecular structure, C24H52N2O5Si2 in a non-equilibrium geometry, computed with wB97M-V/def2-TZVPD.

As for the spin multiplicity: 3. Its energy is -54697.76825 eV. The calculation puts the orbital gap (alpha / beta) at 9.03 / 9.10 eV.

The geometry in XYZ format:
```
85
Properties=species:S:1:pos:R:3:lowdin_spin:R:1
H -6.616 4.334 -1.983 0.00
C -5.416 3.957 -0.175 0.02
C 3.352 -0.661 1.155 0.00
Si 0.312 2.866 1.840 0.00
H 6.283 -0.261 2.960 0.00
C 2.561 -4.211 -0.512 0.00
H 1.299 -9.097 -1.663 0.00
H 0.351 3.040 0.395 0.00
H 1.377 -7.726 -4.932 0.00
H -2.752 6.236 -0.297 0.00
C -3.767 5.922 -0.025 0.00
H 3.240 -3.297 -2.906 0.00
H 4.881 -4.799 -1.921 0.00
H 3.649 -8.370 -1.951 0.00
H -7.321 6.098 2.195 0.00
C 5.421 0.362 2.449 0.00
C -6.368 6.414 1.753 0.00
H 4.996 3.454 1.089 0.00
H 1.505 -3.628 -2.871 0.00
C -6.553 4.681 -0.945 0.00
H -0.333 0.502 2.729 0.00
H 3.340 -0.118 3.479 0.00
H 5.448 -7.028 -2.850 0.00
H 2.580 -4.527 -3.938 0.00
C 1.544 -6.867 -4.273 0.00
C -3.897 5.893 1.492 0.01
H -6.450 2.018 -0.419 0.00
H -6.410 5.759 -1.020 0.00
H 0.797 -0.976 1.194 0.00
Si 3.008 3.650 2.647 0.00
C 1.061 0.164 0.958 0.00
C 3.883 3.862 0.945 0.00
H -3.727 6.905 1.884 0.00
N 1.694 -6.211 -1.856 0.31
H -5.067 6.224 3.997 0.00
O 1.622 -6.796 -0.581 0.62
H -6.555 6.659 0.711 0.00
C 1.053 -8.577 -2.595 0.00
C 1.952 -7.319 -2.844 0.02
H -1.090 3.142 2.249 0.00
H 3.192 2.268 3.070 0.00
C -5.207 5.237 3.539 0.00
C 2.713 -5.109 -1.787 0.02
H 0.609 -6.294 -4.255 0.00
H 2.822 -4.737 0.413 0.00
C -4.046 4.545 -0.612 0.01
O 1.300 4.060 2.667 0.00
H -5.440 2.460 -1.802 0.00
H 1.534 -3.835 -0.413 0.00
H 5.673 0.388 1.287 0.00
C -5.268 5.347 1.977 0.02
H 1.180 -9.317 -3.395 0.00
H 4.416 -6.119 -0.861 0.00
H -4.376 4.615 3.890 0.00
H -3.993 4.606 -1.706 0.00
H 2.308 -6.274 -4.776 0.00
H 3.607 -8.466 -3.703 0.00
C 4.043 -0.561 2.653 0.00
C 2.492 -4.101 -2.942 0.00
H -6.139 4.820 3.943 0.00
N -5.652 4.056 1.310 0.31
O -4.909 3.032 1.921 0.62
H 3.945 4.966 0.549 0.00
H 5.296 1.443 2.905 0.00
H 3.222 -3.338 -0.566 0.00
H -0.009 -8.302 -2.568 0.00
H -6.091 7.365 2.228 0.00
H -7.530 4.485 -0.486 0.00
C 3.433 -7.787 -2.858 0.01
H -3.235 3.868 -0.307 0.00
H -4.680 1.857 -0.346 0.00
H 1.446 0.923 3.187 0.00
H -3.085 5.272 1.895 0.00
H 0.316 0.515 0.101 0.00
H 3.371 3.130 0.174 0.00
C 4.174 -5.634 -1.818 0.01
H -4.444 6.672 -0.451 0.00
C 0.657 1.036 2.327 0.00
C -5.500 2.486 -0.706 0.00
O 3.677 -1.765 0.431 0.00
H 4.354 -1.641 3.025 0.00
O 2.467 0.355 0.556 0.00
H 3.673 4.574 3.591 0.00
H 4.372 -6.139 -3.912 0.00
C 4.427 -6.636 -2.937 0.00
```